Entry 1:
Formula: C23H19IrN2O7
Source: the Open Molecules 2025 dataset
Level of theory: the ωB97M-V functional and the def2-TZVPD basis

The HOMO energy is -8.91 eV. For the HOMO-LUMO gap, the calculation gives 7.9 eV. The calculation puts the electronic energy at -44310.897 eV. The molecular weight is 627.63 g/mol.

```
! RIJCOSX wB97M-V def2-TZVPD def2/J DEFGRID3
* xyz 0 1
Ir 0.04 0.20 -1.71
O 2.29 0.29 -5.07
C 1.46 -0.08 -4.28
O 1.57 0.09 -2.98
C 0.22 -0.88 -4.71
C -0.10 -1.98 -3.69
C -1.12 -2.96 -4.23
C -2.43 -2.12 -4.22
C -1.94 -0.79 -3.67
O -0.92 -1.24 -2.71
C -1.09 -0.04 -4.69
C -0.88 1.41 -4.25
O -1.03 2.35 -4.99
O -0.60 1.58 -2.96
H 0.43 -1.29 -5.70
H 0.76 -2.41 -3.18
H -1.21 -3.83 -3.58
H -0.84 -3.31 -5.23
H -3.17 -2.56 -3.56
H -2.87 -2.00 -5.21
H -2.68 -0.20 -3.14
H -1.56 -0.01 -5.67
O -2.12 -2.02 0.71
C -1.33 -1.17 1.00
N -0.98 -0.72 2.25
C 0.10 0.27 2.28
C 0.26 0.43 0.78
O 0.98 1.19 0.11
N -0.56 -0.40 0.09
C 1.35 -0.28 2.96
C 2.50 -0.59 2.26
C 3.59 -1.16 2.92
C 3.52 -1.41 4.28
C 2.37 -1.08 4.99
C 1.29 -0.52 4.33
C -0.33 1.61 2.87
C 0.63 2.60 3.04
C 0.28 3.84 3.55
C -1.04 4.09 3.90
C -2.00 3.11 3.73
C -1.65 1.87 3.21
H -1.24 -1.25 3.06
H 2.58 -0.39 1.19
H 4.49 -1.39 2.37
H 4.36 -1.85 4.79
H 2.31 -1.26 6.05
H 0.40 -0.23 4.89
H 1.66 2.41 2.76
H 1.03 4.61 3.68
H -1.32 5.06 4.30
H -3.03 3.30 4.00
H -2.40 1.11 3.07
*
```



Entry 2:
Formula: C23H19IrN3OS
Source: the Open Molecules 2025 dataset
Level of theory: the ωB97M-V functional and the def2-TZVPD basis

The HOMO energy is -2.24 eV. For the HOMO-LUMO gap, the calculation gives 4.9 eV. The calculation puts the electronic energy at -44350.498 eV. The molecular weight is 577.71 g/mol.

```
! RIJCOSX wB97M-V def2-TZVPD def2/J DEFGRID3
* xyz -1 1
Ir -0.18 0.06 -0.13
N -1.78 0.86 0.92
C -1.77 2.11 1.64
C -2.77 2.28 2.59
C -2.83 3.41 3.38
C -1.84 4.38 3.23
C -0.85 4.20 2.28
C -0.79 3.08 1.43
C 0.29 2.99 0.43
C 0.86 4.20 0.01
C 1.98 4.25 -0.80
C 2.56 3.06 -1.19
C 1.97 1.86 -0.84
C 0.79 1.77 -0.07
H -2.04 0.14 1.60
H -2.54 0.86 0.23
H -3.52 1.50 2.70
H -3.61 3.53 4.11
H -1.83 5.26 3.85
H -0.07 4.94 2.21
H 0.39 5.13 0.30
H 2.38 5.21 -1.12
H 3.45 3.06 -1.80
H 2.41 0.95 -1.23
O 1.26 -1.07 -1.17
N 2.38 -1.34 -0.48
C 3.47 -1.65 -1.22
C 4.65 -2.00 -0.65
C 4.73 -2.04 0.75
C 3.63 -1.71 1.49
C 2.42 -1.33 0.89
S 1.04 -0.85 1.78
H 3.28 -1.58 -2.29
H 5.50 -2.23 -1.28
H 5.66 -2.32 1.24
H 3.66 -1.71 2.57
N -1.28 0.31 -1.73
C -2.58 0.05 -1.77
C -3.44 0.71 -2.72
C -4.79 0.50 -2.77
C -5.44 -0.39 -1.89
C -4.65 -1.09 -0.99
C -3.28 -0.91 -0.94
H -2.96 1.40 -3.40
H -5.38 1.04 -3.50
H -6.51 -0.54 -1.94
H -5.11 -1.82 -0.33
H -2.68 -1.54 -0.29
*
```



Entry 3:
Formula: C23H19N3O7
Source: the Open Molecules 2025 dataset
Level of theory: the ωB97M-V functional and the def2-TZVPD basis

The HOMO energy is -8.63 eV. For the HOMO-LUMO gap, the calculation gives 8.3 eV. The calculation puts the electronic energy at -42960.431 eV. Its SMILES is O=C(N[C@@H](Cc1ccccc1)C(=O)O)/C(=C/c1cccc([N+](=O)[O-])c1)NC(=O)c1ccco1. The molecular weight is 449.42 g/mol.

```
! RIJCOSX wB97M-V def2-TZVPD def2/J DEFGRID3
* xyz 0 1
O -0.53 -2.81 0.43
C -0.59 -1.69 -0.06
N -1.71 -1.19 -0.60
C -2.97 -1.89 -0.58
C -3.75 -1.59 0.73
C -3.98 -0.11 0.86
C -5.15 0.47 0.38
C -5.32 1.84 0.43
C -4.33 2.65 0.96
C -3.17 2.08 1.45
C -3.00 0.70 1.41
C -3.78 -1.42 -1.77
O -3.48 -0.49 -2.47
O -4.87 -2.15 -1.96
C 0.63 -0.81 -0.05
C 0.55 0.53 -0.06
C 1.62 1.49 0.14
C 2.69 1.26 1.01
C 3.69 2.21 1.19
C 3.63 3.41 0.51
C 2.55 3.66 -0.32
N 2.46 4.93 -1.01
O 3.38 5.71 -0.86
O 1.48 5.14 -1.68
C 1.55 2.73 -0.50
N 1.77 -1.59 0.08
C 3.00 -1.37 -0.48
O 3.32 -0.34 -1.04
C 3.92 -2.50 -0.31
C 5.23 -2.62 -0.70
C 5.63 -3.91 -0.31
C 4.55 -4.48 0.30
O 3.51 -3.64 0.30
H -1.71 -0.31 -1.10
H -2.78 -2.96 -0.64
H -3.15 -1.96 1.56
H -4.69 -2.13 0.70
H -5.92 -0.15 -0.04
H -6.23 2.28 0.05
H -4.46 3.72 1.00
H -2.39 2.70 1.88
H -2.09 0.26 1.80
H -5.38 -1.83 -2.72
H -0.42 0.98 -0.24
H 2.74 0.33 1.56
H 4.51 2.00 1.85
H 4.40 4.16 0.63
H 0.72 2.96 -1.16
H 1.54 -2.55 0.36
H 5.80 -1.88 -1.21
H 6.60 -4.36 -0.45
H 4.40 -5.44 0.75
*
```



Entry 4:
Formula: C23H19N6O4SSeZr
Source: the Open Molecules 2025 dataset
Level of theory: the ωB97M-V functional and the def2-TZVPD basis

The HOMO energy is -10.45 eV. For the HOMO-LUMO gap, the calculation gives 6.1 eV. The calculation puts the electronic energy at -118751.154 eV. The molecular weight is 645.69 g/mol.

```
! RIJCOSX wB97M-V def2-TZVPD def2/J DEFGRID3
* xyz 1 1
Zr -0.07 0.77 0.50
O 2.32 -2.52 0.76
C 1.88 -1.46 1.12
O 1.62 -0.48 0.21
C 1.46 -1.01 2.54
C 1.87 -1.59 3.75
C 1.33 -1.10 4.94
C 0.44 0.00 4.88
C 0.12 0.57 3.64
N 0.55 -0.01 2.48
C -0.71 1.88 3.33
O -0.96 2.74 4.15
O -0.91 1.95 2.00
H 2.53 -2.48 3.68
H 1.59 -1.52 5.90
H -0.05 0.40 5.77
N -3.54 1.30 1.12
C -3.20 0.05 0.79
N -1.97 -0.46 0.61
C -2.00 -1.75 0.00
C -0.91 -2.53 -0.47
C -1.11 -3.77 -1.06
C -2.42 -4.19 -1.35
C -3.51 -3.39 -0.99
C -3.31 -2.21 -0.26
S -4.52 -1.10 0.30
H -2.85 1.86 1.65
H -4.49 1.63 0.95
H 0.14 -2.18 -0.41
H -0.29 -4.43 -1.33
H -2.59 -5.14 -1.81
H -4.50 -3.82 -1.21
C 4.58 3.37 -0.54
N 3.23 3.38 0.01
C 2.60 4.25 0.97
C 1.36 3.73 1.20
N 1.17 2.65 0.31
C 2.37 2.42 -0.23
H 5.19 4.23 -0.31
H 4.56 3.39 -1.62
H 5.16 2.54 -0.19
H 3.06 5.21 1.25
H 0.52 4.06 1.85
H 2.57 1.69 -1.00
Se -0.76 1.56 -2.18
C -0.85 0.20 -3.60
C 0.30 -0.66 -3.68
C 0.27 -1.70 -4.59
N -0.76 -1.90 -5.40
C -1.72 -0.99 -5.45
C -1.84 0.07 -4.59
H 1.11 -0.60 -2.93
H 1.11 -2.44 -4.60
H -2.48 -1.18 -6.25
H -2.71 0.69 -4.62
*
```



Entry 5:
Formula: C23H20AuClNO3P
Source: the Open Molecules 2025 dataset
Level of theory: the ωB97M-V functional and the def2-TZVPD basis

The HOMO energy (spin up / spin down) is -5.21 / -7.99 eV. For the HOMO-LUMO gap (spin up / spin down), the calculation gives 5.4 / 5.4 eV. The calculation puts the electronic energy at -57304.475 eV. The molecular weight is 621.81 g/mol. As for the expectation value of S²: 2.016.

```
! RIJCOSX wB97M-V def2-TZVPD def2/J DEFGRID3
* xyz 0 3
C -1.15 -1.35 1.24
C -1.13 -1.71 -0.07
C 0.26 -2.00 -0.50
H -2.03 -1.80 -0.70
C 1.11 -1.72 0.60
C 0.25 -1.29 1.78
H 0.38 -2.07 2.57
H -2.00 -1.17 1.88
H 0.54 -2.60 -1.37
H 2.18 -1.78 0.73
Au 0.65 0.00 -1.42
Cl 1.76 2.03 -1.53
P 0.14 0.33 -3.72
C 1.24 -0.74 -4.71
C 0.80 -1.46 -5.83
H -0.26 -1.45 -6.11
C 1.71 -2.20 -6.58
H 1.36 -2.74 -7.46
C 3.05 -2.25 -6.20
H 3.76 -2.83 -6.79
C 3.49 -1.56 -5.07
H 4.54 -1.61 -4.76
C 2.59 -0.80 -4.32
H 2.92 -0.26 -3.43
C -1.53 -0.10 -4.33
C -2.16 -1.25 -3.83
H -1.67 -1.85 -3.05
C -3.40 -1.64 -4.34
H -3.89 -2.53 -3.95
C -4.01 -0.90 -5.35
H -4.97 -1.21 -5.76
C -3.39 0.25 -5.84
H -3.86 0.85 -6.63
C -2.17 0.67 -5.32
H -1.71 1.58 -5.69
C 0.40 1.98 -4.44
C 1.11 2.17 -5.64
H 1.57 1.32 -6.15
C 1.24 3.46 -6.17
H 1.79 3.59 -7.11
C 0.69 4.55 -5.51
H 0.79 5.55 -5.93
C 0.01 4.37 -4.30
H -0.39 5.23 -3.75
C -0.14 3.09 -3.77
H -0.64 2.95 -2.81
O -1.02 -0.34 3.57
N -0.11 0.41 3.26
O 0.21 1.49 3.77
O 0.73 -0.02 2.19
*
```



Entry 6:
Formula: C23H20BF4FeN8OS2
Source: the Open Molecules 2025 dataset
Level of theory: the ωB97M-V functional and the def2-TZVPD basis

The HOMO energy (spin up / spin down) is -4.36 / -4.41 eV. For the HOMO-LUMO gap (spin up / spin down), the calculation gives 6.3 / 6.4 eV. The calculation puts the electronic energy at -105756.165 eV. The molecular weight is 631.25 g/mol. As for the expectation value of S²: 6.016.

```
! RIJCOSX wB97M-V def2-TZVPD def2/J DEFGRID3
* xyz -1 5
Fe 0.27 0.22 -0.46
C 0.50 1.79 4.83
C -0.55 0.90 4.62
C -0.56 0.09 3.51
C 0.50 0.12 2.58
C 1.53 1.02 2.79
C 1.54 1.84 3.94
N 0.51 -0.63 1.35
C 0.47 -1.94 1.27
C 0.44 -2.83 2.36
C 0.44 -4.19 2.21
C 0.58 -4.84 0.96
C 0.71 -4.06 -0.16
C 0.69 -2.65 -0.03
N 1.07 -1.88 -1.05
N 1.58 -2.34 -2.10
C 2.21 -1.29 -2.78
C 2.98 -1.59 -3.90
C 3.70 -0.58 -4.53
C 3.49 0.70 -4.08
C 2.69 0.93 -2.94
N 2.06 -0.03 -2.31
H 0.50 2.39 5.73
H -1.38 0.87 5.33
H -1.34 -0.58 3.30
H 2.30 1.10 2.03
H 2.41 2.49 4.08
H 0.41 -2.33 3.30
H 0.38 -4.72 3.16
H 0.51 -5.92 0.88
H 0.80 -4.45 -1.15
H 3.06 -2.63 -4.16
H 4.36 -0.78 -5.36
H 3.96 1.56 -4.55
H 2.55 1.93 -2.57
O 0.98 4.47 0.61
S 1.24 3.58 -0.58
N 1.37 2.15 -0.42
N -2.70 3.24 2.24
C -3.64 2.28 1.83
C -3.00 1.52 0.92
N -1.72 1.98 0.71
C -1.59 3.02 1.50
H -2.76 3.90 3.00
H -4.65 2.17 2.26
H -3.43 0.69 0.38
H -0.69 3.62 1.55
S -1.79 0.40 -4.54
C -2.13 1.85 -3.66
C -1.54 1.81 -2.45
N -0.76 0.68 -2.26
C -0.81 -0.13 -3.26
H -2.78 2.61 -4.08
H -1.54 2.58 -1.71
H -0.37 -1.09 -3.30
F -1.93 -2.30 -2.09
B -2.66 -1.84 -0.96
F -3.67 -0.96 -1.38
F -3.08 -2.88 -0.17
F -1.72 -1.04 -0.18
*
```



What is the molecular weight in the fifth record?
621.81 g/mol



Which of these has the highest molecular weight?
C23H19N6O4SSeZr



Which of these has the lowest electronic energy?
C23H19N6O4SSeZr